Here is a structure of composition C5H3InLiO3 from the Open Molecules 2025 dataset. Energies are from the ωB97M-V functional and the def2-TZVPD basis.

Structure (XYZ):
```
13
Properties=species:S:1:pos:R:3:mulliken_spin:R:1
C -0.685 -0.096 0.363 0.40
C 0.992 -1.442 -0.868 0.19
O -2.567 -1.131 1.549 0.12
O -1.311 1.135 0.422 0.09
C -1.439 -1.240 1.009 0.16
H 1.998 -1.565 -1.272 0.01
C 1.522 0.858 -0.551 0.01
O 1.415 2.007 -0.132 0.00
H 0.297 -2.276 -0.974 0.01
Li -0.199 2.660 0.564 0.00
C 0.590 -0.251 -0.324 -0.02
H 2.431 0.597 -1.128 0.00
In -3.043 0.742 1.343 0.04
```

Results
Charge: +2
Spin multiplicity: 2
Energy relative to the best compared isomer or geometry (same formula, charge and spin), kJ/mol: 0.0
HOMO-LUMO gap (alpha / beta), Ha: 0.216 / 0.222
Expectation value of S²: 0.77
Molar mass, u: 232.835
Highest occupied orbital energy (alpha / beta), eV: -17.774 / -17.850

---

Here is a structure of composition C5H3N from the Open Molecules 2025 dataset. Energies are from the ωB97M-V functional and the def2-TZVPD basis.

Structure (XYZ):
```
9
Properties=species:S:1:pos:R:3:nbo_charge:R:1
C 0.472 -0.020 0.307 -0.47
H -1.450 -0.489 -0.915 0.24
H 0.245 0.664 1.128 0.25
C 1.218 -1.245 0.723 0.27
C -0.552 -1.992 0.400 -0.03
C 0.286 -2.461 1.346 -0.05
C -0.724 -0.817 -0.199 -0.24
N 2.075 -2.088 0.699 -0.22
H 0.996 0.523 -0.479 0.25
```

Results
Energy relative to the best compared isomer or geometry (same formula, charge and spin), kJ/mol: 499.5
HOMO-LUMO gap (alpha / beta), Ha: 0.284 / 0.284
Molar mass, u: 77.086
Highest occupied orbital energy (alpha / beta), eV: -8.524 / -8.525

---

Here is an isolated molecule of C5H3N from the Open Molecules 2025 dataset. Energies are from the ωB97M-V functional and the def2-TZVPD basis.

Structure (XYZ):
```
9
Properties=species:S:1:pos:R:3:nbo_charge:R:1
H 2.513 0.580 -0.359 0.21
C 0.697 -0.620 0.040 -0.28
C 1.514 0.427 0.016 -0.34
H 1.133 -1.611 -0.389 0.26
N -2.833 0.260 -0.027 -0.47
H 1.235 1.321 0.444 0.19
C -0.652 -0.469 0.230 -0.09
C -1.848 -0.787 0.031 0.21
C -1.759 0.900 0.015 0.32
```

Results
SMILES string: C=CC1=C2N=C12
Energy relative to the best compared isomer or geometry (same formula, charge and spin), kJ/mol: 377.7
HOMO-LUMO gap, Ha: 0.334
Molar mass, u: 77.086
Highest occupied orbital energy, eV: -9.112

---

Here is an isolated molecule of C5H3N from the Open Molecules 2025 dataset. Energies are from the ωB97M-V functional and the def2-TZVPD basis.

Structure (XYZ):
```
9
Properties=species:S:1:pos:R:3:nbo_charge:R:1
C 0.687 0.828 1.239 -0.22
H -0.351 0.328 -1.664 0.26
N -1.288 -0.780 -0.309 -0.52
H 0.298 -1.369 -1.632 0.25
C 0.767 0.056 0.122 0.04
C -0.061 -0.477 -0.992 -0.29
C 1.935 0.369 0.980 -0.06
C -2.142 -0.545 0.414 0.30
H 0.154 1.590 1.841 0.24
```

Results
Energy relative to the best compared isomer or geometry (same formula, charge and spin), kJ/mol: 308.9
HOMO-LUMO gap, Ha: 0.353
Molar mass, u: 77.086
Highest occupied orbital energy, eV: -9.231

---

Here is an isolated molecule of C5H3N from the Open Molecules 2025 dataset. Energies are from the ωB97M-V functional and the def2-TZVPD basis.

Structure (XYZ):
```
9
Properties=species:S:1:pos:R:3:nbo_charge:R:1
C -1.031 -0.867 0.719 -0.20
C 2.957 -0.354 -0.945 0.36
C 0.499 0.420 -0.285 -0.09
H -1.917 0.858 -0.277 0.20
H -1.784 -1.415 1.103 0.22
C -1.102 0.197 -0.306 -0.13
H 0.538 1.443 -0.216 0.22
N 1.767 -0.074 -0.794 -0.56
C 0.073 -0.209 1.002 -0.02
```

Results
Energy relative to the best compared isomer or geometry (same formula, charge and spin), kJ/mol: 455.6
HOMO-LUMO gap (alpha / beta), Ha: 0.329 / 0.329
Molar mass, u: 77.086
Highest occupied orbital energy (alpha / beta), eV: -8.796 / -8.795

---

Here is an isolated molecule of C5H3N from the Open Molecules 2025 dataset. Energies are from the ωB97M-V functional and the def2-TZVPD basis.

Structure (XYZ):
```
9
Properties=species:S:1:pos:R:3:nbo_charge:R:1
N 0.929 0.078 1.877 -0.24
C -0.424 -2.030 1.160 0.17
C -0.383 -1.454 0.064 -0.43
H -1.544 -0.285 -1.188 0.24
H -0.016 1.795 -0.538 0.27
C 0.318 0.800 -0.419 -0.59
H 1.083 0.803 -1.239 0.29
C 0.663 0.616 0.917 0.25
C -0.626 -0.322 -0.633 0.05
```

Results
Energy relative to the best compared isomer or geometry (same formula, charge and spin), kJ/mol: 368.6
HOMO-LUMO gap, Ha: 0.306
Molar mass, u: 77.086
Highest occupied orbital energy, eV: -10.028

---

Here is a structure of composition C5H3N from the Open Molecules 2025 dataset. Energies are from the ωB97M-V functional and the def2-TZVPD basis.

Structure (XYZ):
```
9
Properties=species:S:1:pos:R:3:nbo_charge:R:1
C -1.846 -0.405 -0.303 -0.09
C 0.595 -0.859 0.342 -0.27
C -0.588 0.794 0.027 0.49
C 0.793 0.484 -0.290 -0.51
N -1.753 0.999 0.315 -0.32
H 1.194 -1.418 1.056 0.24
C -0.813 -1.225 0.014 -0.05
H 1.515 1.240 0.189 0.26
H 0.903 0.390 -1.351 0.25
```

Results
Energy relative to the best compared isomer or geometry (same formula, charge and spin), kJ/mol: 585.6
HOMO-LUMO gap (alpha / beta), Ha: 0.278 / 0.262
Molar mass, u: 77.086
Highest occupied orbital energy (alpha / beta), eV: -8.238 / -8.148

---

Here is a structure of composition C5H3N from the Open Molecules 2025 dataset. Energies are from the ωB97M-V functional and the def2-TZVPD basis.

Structure (XYZ):
```
9
Properties=species:S:1:pos:R:3:mulliken_spin:R:1
C -0.839 0.393 0.215 0.04
N 0.078 1.548 0.181 0.16
C 0.982 0.880 -0.267 0.07
C 1.290 -1.353 0.525 1.40
H -1.227 0.426 1.309 -0.01
H -1.700 0.337 -0.586 0.00
C 1.711 -0.225 -0.253 0.22
C 0.097 -0.795 -0.157 0.12
H -0.394 -1.211 -0.968 -0.01
```

Results
Spin multiplicity: 3
Energy relative to the best compared isomer or geometry (same formula, charge and spin), kJ/mol: 392.4
HOMO-LUMO gap (alpha / beta), Ha: 0.251 / 0.263
Expectation value of S²: 2.02
Molar mass, u: 77.086
Highest occupied orbital energy (alpha / beta), eV: -6.901 / -9.107

---

Here is the ion C5H3N2O with charge +1 from the Open Molecules 2025 dataset. Energies are from the ωB97M-V functional and the def2-TZVPD basis.

Structure (XYZ):
```
11
Properties=species:S:1:pos:R:3:nbo_charge:R:1
C 2.349 0.133 0.081 0.49
O 1.389 0.999 0.043 -0.39
C -0.981 0.933 -0.025 -0.10
C 0.246 0.316 -0.207 0.23
H -0.898 1.960 -0.151 0.28
H -3.287 -1.745 0.021 0.31
N 1.896 -1.125 -0.023 -0.49
C 0.608 -1.079 -0.184 0.17
N -2.026 0.102 -0.049 -0.20
C -2.652 -0.864 0.147 0.45
H 3.355 0.369 0.347 0.24
```

Results
Charge: +1
Energy relative to the best compared isomer or geometry (same formula, charge and spin), kJ/mol: 0.0
HOMO-LUMO gap (alpha / beta), Ha: 0.239 / 0.212
Molar mass, u: 107.092
Highest occupied orbital energy (alpha / beta), eV: -13.413 / -12.849

---

Here is an isolated molecule of C5H3NO from the Open Molecules 2025 dataset. Energies are from the ωB97M-V functional and the def2-TZVPD basis.

Structure (XYZ):
```
10
Properties=species:S:1:pos:R:3:nbo_charge:R:1
C 2.681 -0.278 0.264 -0.17
H -0.230 -1.686 0.091 0.26
N -2.762 2.353 0.103 -0.42
O -2.038 -0.052 0.398 -0.41
H -0.028 -0.759 -1.394 0.29
H 3.709 -0.100 0.492 0.24
C 1.524 -0.469 0.002 -0.04
C -2.155 1.354 0.211 0.38
C 0.119 -0.721 -0.302 -0.61
C -0.818 0.358 0.135 0.46
```

Results
Energy relative to the best compared isomer or geometry (same formula, charge and spin), kJ/mol: 598.8
HOMO-LUMO gap (alpha / beta), Ha: 0.298 / 0.298
Molar mass, u: 93.085
Highest occupied orbital energy (alpha / beta), eV: -9.133 / -9.132

---

Q: Which of these has the highest molar mass?
A: C5H3InLiO3

---

Q: Look up the molar mass of the third one.
A: 77.086 u